The following is a DFT calculation (ωB97M-V with the def2-TZVPD basis set) of a molecular structure, C64H77N2O3P2RuS.

Output
- maximum force (eV Å⁻¹) = 1.165
- highest occupied orbital energy (spin up / spin down) (eV) = -14.0 / -14.0
- expectation value of S² = 6.0503

Structure (ORCA input):
```
! wB97M-V def2-TZVPD RIJCOSX def2/J DEFGRID3
* xyz 3 5
Ru -0.09 -0.31 -0.16
C 2.16 4.95 3.76
C 1.04 4.28 4.58
C 1.48 4.17 6.04
C -0.23 5.15 4.51
C 0.77 2.94 3.95
C 0.24 2.92 2.60
C 0.14 1.75 1.90
N -0.30 1.58 0.61
C -0.82 2.56 -0.22
C -0.26 3.83 -0.31
C -0.83 4.78 -1.12
C -1.93 4.37 -1.87
C -2.54 3.10 -1.89
C -1.96 2.18 -1.00
O -2.42 0.93 -0.55
C -3.77 3.07 -2.85
C -3.38 3.77 -4.18
C -4.37 1.71 -3.24
C -4.89 3.87 -2.16
C -0.33 6.22 -1.20
C -1.49 7.16 -0.84
C 0.14 6.52 -2.63
C 0.82 6.47 -0.23
C 0.44 0.49 2.55
O 0.35 -0.57 1.84
C 0.77 0.48 3.96
C 1.00 1.74 4.57
C 0.88 -0.76 4.82
C 2.37 -0.94 5.20
C 0.38 -2.04 4.15
C 0.04 -0.55 6.10
H 2.38 5.93 4.19
H 1.87 5.10 2.72
H 3.07 4.35 3.79
H 1.68 5.17 6.42
H 2.41 3.60 6.14
H 0.71 3.72 6.67
H -0.05 6.09 5.04
H -1.08 4.66 4.99
H -0.51 5.41 3.49
H -0.07 3.85 2.15
H 0.67 4.02 0.21
H -2.37 5.12 -2.51
H -2.35 3.53 -4.47
H -3.48 4.85 -4.13
H -4.04 3.43 -4.98
H -3.61 1.00 -3.58
H -5.04 1.87 -4.08
H -5.00 1.29 -2.44
H -4.56 4.87 -1.86
H -5.25 3.36 -1.26
H -5.74 3.99 -2.84
H -2.31 7.10 -1.56
H -1.14 8.19 -0.83
H -1.89 6.93 0.15
H -0.65 6.35 -3.36
H 1.00 5.89 -2.90
H 0.45 7.56 -2.71
H 0.51 6.31 0.81
H 1.14 7.51 -0.31
H 1.69 5.85 -0.44
H 1.34 1.75 5.59
H 2.98 -1.06 4.31
H 2.47 -1.83 5.81
H 2.75 -0.09 5.77
H 1.04 -2.32 3.33
H -0.64 -1.94 3.77
H 0.39 -2.84 4.89
H 0.38 0.29 6.71
H 0.12 -1.44 6.72
H -1.01 -0.39 5.87
C 3.45 -1.28 -7.02
S 1.68 -1.58 -7.26
C 1.44 -3.06 -6.24
C 0.60 -2.79 -4.99
C 1.24 -1.75 -4.10
N 0.50 -1.51 -2.84
P 1.05 -2.09 -1.26
C 1.26 -3.83 -1.69
C 0.12 -4.63 -1.72
C 0.22 -5.97 -2.06
C 1.47 -6.52 -2.37
C 2.60 -5.71 -2.36
C 2.50 -4.37 -2.02
C 2.68 -1.26 -1.10
C 3.76 -1.82 -0.41
C 4.96 -1.15 -0.32
C 5.11 0.11 -0.89
C 4.04 0.70 -1.55
C 2.84 0.01 -1.66
P -0.45 -0.20 -2.49
C -0.55 0.85 -3.92
C -1.31 0.43 -5.02
C -1.24 1.15 -6.20
C -0.42 2.27 -6.28
C 0.31 2.70 -5.18
C 0.24 1.99 -3.99
C -2.11 -0.88 -2.16
C -3.04 -0.11 -1.29
C -3.89 -0.92 -0.40
C -4.21 -2.18 -0.75
C -3.57 -2.76 -1.89
C -2.48 -2.17 -2.51
H 3.72 -0.45 -7.67
H 4.02 -2.16 -7.32
H 3.68 -1.01 -5.99
H 2.42 -3.46 -5.97
H 0.94 -3.80 -6.86
H 0.47 -3.72 -4.42
H -0.39 -2.45 -5.30
H 1.32 -0.81 -4.65
H 2.26 -2.05 -3.84
H -0.85 -4.21 -1.49
H -0.66 -6.60 -2.09
H 1.55 -7.57 -2.63
H 3.56 -6.13 -2.63
H 3.39 -3.75 -2.04
H 3.65 -2.78 0.08
H 5.80 -1.61 0.19
H 6.06 0.63 -0.83
H 4.14 1.68 -1.99
H 2.05 0.46 -2.26
H -1.96 -0.43 -4.95
H -1.81 0.83 -7.06
H -0.36 2.82 -7.21
H 0.92 3.59 -5.25
H 0.81 2.32 -3.13
H -3.79 0.30 -1.99
H -4.34 -0.42 0.45
H -4.94 -2.75 -0.19
H -3.89 -3.74 -2.22
H -1.89 -2.72 -3.23
C -0.40 -4.26 1.58
C 1.09 -4.00 1.60
O 1.57 -3.09 0.92
C 1.96 -4.85 2.43
C 1.56 -6.12 2.81
C 2.42 -6.94 3.53
C 3.67 -6.47 3.90
C 4.07 -5.18 3.54
C 3.22 -4.38 2.80
H -0.92 -3.40 1.15
H -0.77 -4.45 2.59
H -0.60 -5.15 0.98
H 0.58 -6.50 2.54
H 2.12 -7.94 3.80
H 4.34 -7.10 4.47
H 5.04 -4.81 3.85
H 3.52 -3.38 2.51
*
```


The following is a DFT calculation (ωB97M-V with the def2-TZVPD basis set) of 2 unconnected molecules or ions with the total composition C64H82N5.

Output
- maximum force (eV Å⁻¹) = 2.772
- highest occupied orbital energy (eV) = -7.8

Structure (ORCA input):
```
! wB97M-V def2-TZVPD RIJCOSX def2/J DEFGRID3
* xyz 1 1
C 3.74 0.29 -3.99
C 4.09 1.51 -3.13
C 5.61 1.55 -2.88
C 3.31 1.49 -1.82
C 3.81 0.85 -0.68
C 3.10 0.82 0.51
C 3.57 -0.02 1.69
C 5.09 -0.03 1.85
C 2.94 -1.42 1.68
C 1.88 1.56 0.60
C 1.16 1.65 1.88
N 1.66 2.28 3.03
C 3.02 2.72 3.29
C 3.80 2.10 4.29
C 3.15 1.21 5.35
C 2.50 2.06 6.44
C 4.10 0.15 5.91
C 5.17 2.37 4.33
C 5.73 3.30 3.46
C 4.93 4.03 2.58
C 3.56 3.76 2.50
C 2.62 4.62 1.67
C 3.26 5.04 0.36
C 2.00 5.79 2.44
N 0.76 2.23 4.03
N -0.31 1.57 3.52
C -1.42 1.23 4.38
C -1.46 -0.04 4.98
C -0.30 -1.03 4.80
C -0.67 -2.19 3.89
C 0.26 -1.53 6.13
C -2.58 -0.39 5.72
C -3.61 0.51 5.92
C -3.51 1.80 5.41
C -2.39 2.20 4.68
C -2.29 3.67 4.25
C -2.20 3.85 2.73
C -1.20 4.43 5.00
C -0.06 1.09 2.22
C -0.95 0.25 1.52
C 1.38 2.24 -0.55
C 0.09 3.06 -0.53
C -1.06 2.23 -1.09
C 0.17 4.37 -1.32
C 2.08 2.13 -1.75
H 2.66 0.13 -4.07
H 4.14 0.40 -5.01
H 4.18 -0.62 -3.56
H 3.80 2.42 -3.67
H 5.88 2.39 -2.23
H 5.94 0.62 -2.41
H 6.15 1.68 -3.82
H 4.77 0.33 -0.76
H 3.20 0.49 2.58
H 5.49 0.98 1.68
H 5.37 -0.31 2.88
H 5.59 -0.74 1.17
H 1.86 -1.34 1.87
H 3.08 -1.91 0.70
H 3.36 -2.06 2.46
H 2.33 0.69 4.85
H 1.67 2.62 6.00
H 2.10 1.42 7.24
H 3.24 2.75 6.87
H 4.51 -0.49 5.11
H 4.94 0.61 6.45
H 3.57 -0.51 6.61
H 5.82 1.86 5.05
H 6.81 3.49 3.49
H 5.36 4.82 1.96
H 1.79 3.95 1.41
H 3.60 4.15 -0.19
H 2.55 5.59 -0.26
H 4.12 5.70 0.54
H 1.43 5.42 3.30
H 2.79 6.47 2.79
H 1.32 6.35 1.78
H 0.51 -0.47 4.31
H -0.80 -1.84 2.86
H 0.11 -2.97 3.91
H -1.61 -2.63 4.22
H 0.48 -0.69 6.80
H -0.45 -2.21 6.62
H 1.19 -2.08 5.95
H -2.62 -1.40 6.14
H -4.46 0.23 6.54
H -4.33 2.51 5.54
H -3.25 4.12 4.55
H -2.51 2.94 2.19
H -2.87 4.66 2.41
H -1.20 4.13 2.40
H -1.36 4.35 6.09
H -0.20 4.02 4.78
H -1.20 5.49 4.73
H -1.94 0.08 1.93
H -0.57 -0.25 0.63
H -0.12 3.30 0.52
H -1.18 1.28 -0.56
H -2.01 2.78 -1.02
H -0.87 2.02 -2.15
H 1.10 4.92 -1.13
H 0.11 4.17 -2.40
H -0.68 5.01 -1.05
H 1.65 2.58 -2.65
C 0.26 1.03 -5.28
N -0.77 0.12 -4.83
C -0.91 -0.42 -3.59
C -1.90 -1.46 -3.64
C -2.07 -2.54 -2.76
C -2.88 -3.73 -3.10
C -4.30 -3.79 -2.94
C -5.08 -4.80 -3.49
C -4.43 -5.91 -4.11
N -5.15 -6.88 -4.76
C -6.61 -6.94 -4.64
C -7.18 -5.54 -4.67
C -6.58 -4.74 -3.52
C -4.52 -8.07 -5.31
C -3.15 -7.77 -5.88
C -2.31 -7.11 -4.79
C -3.00 -5.95 -4.15
C -2.27 -4.86 -3.69
C -2.49 -1.35 -4.99
C -3.47 -2.03 -5.71
C -3.53 -1.90 -7.11
C -2.69 -1.01 -7.79
C -1.77 -0.24 -7.08
C -1.71 -0.42 -5.70
H -0.13 1.68 -6.07
H 0.57 1.69 -4.46
H 1.15 0.50 -5.66
H -0.33 -0.10 -2.73
H -1.41 -2.60 -1.88
H -4.77 -2.95 -2.42
H -6.99 -7.54 -5.47
H -6.87 -7.43 -3.68
H -6.93 -5.10 -5.65
H -8.28 -5.56 -4.63
H -6.99 -5.13 -2.57
H -6.90 -3.69 -3.57
H -4.45 -8.82 -4.50
H -5.19 -8.47 -6.10
H -2.68 -8.68 -6.25
H -3.28 -7.11 -6.75
H -2.06 -7.87 -4.03
H -1.36 -6.75 -5.22
H -1.19 -4.88 -3.86
H -4.12 -2.70 -5.16
H -4.27 -2.49 -7.65
H -2.76 -0.93 -8.88
H -1.08 0.45 -7.56
*
```


The following is a DFT calculation (ωB97M-V with the def2-TZVPD basis set) of a molecular structure, C65H51GeOP2PtS2.

Output
- maximum force (eV Å⁻¹) = 2.384
- highest occupied orbital energy (spin up / spin down) (eV) = -5.7 / -5.7
- expectation value of S² = 0.7703

Structure (ORCA input):
```
! wB97M-V def2-TZVPD RIJCOSX def2/J DEFGRID3
* xyz 0 2
Pt 0.84 -0.51 -0.56
O 3.97 0.03 1.87
S 3.22 0.27 0.63
C 3.41 -1.36 -0.21
C 4.31 -1.53 -1.24
C 4.79 -2.78 -1.66
C 4.38 -3.89 -0.98
C 4.76 -5.34 -1.11
C 3.90 -6.07 -0.05
C 3.08 -4.99 0.59
C 2.11 -5.04 1.55
C 1.49 -3.84 1.94
C 1.85 -2.60 1.42
P 0.84 -1.14 1.85
C 1.42 -0.78 3.56
C 0.97 0.38 4.18
C 1.24 0.60 5.52
C 1.95 -0.34 6.25
C 2.44 -1.47 5.62
C 2.19 -1.69 4.28
C -0.77 -1.91 2.24
C -1.50 -1.59 3.38
C -2.76 -2.13 3.60
C -3.30 -3.00 2.67
C -2.59 -3.32 1.52
C -1.34 -2.77 1.30
C 2.88 -2.51 0.45
C 3.43 -3.75 0.04
C 4.35 1.22 -0.44
C 5.68 1.20 -0.07
C 6.69 1.80 -0.84
C 6.34 2.43 -2.00
C 7.17 3.11 -3.05
C 6.14 3.63 -4.09
C 4.81 3.13 -3.60
C 3.56 3.23 -4.13
C 2.49 2.73 -3.38
C 2.63 2.12 -2.15
P 1.12 1.74 -1.19
C -0.21 2.01 -2.41
C -0.31 1.06 -3.43
C -1.30 1.16 -4.38
C -2.22 2.19 -4.32
C -2.16 3.11 -3.28
C -1.16 3.03 -2.33
C 1.01 3.27 -0.19
C 0.65 3.19 1.15
C 0.39 4.35 1.87
C 0.51 5.58 1.26
C 0.92 5.67 -0.07
C 1.17 4.52 -0.79
C 3.94 1.92 -1.61
C 4.98 2.48 -2.37
H 4.69 -0.66 -1.76
H 5.49 -2.83 -2.48
H 5.83 -5.47 -0.91
H 4.56 -5.72 -2.11
H 4.51 -6.58 0.70
H 3.26 -6.82 -0.52
H 1.80 -5.97 2.01
H 0.68 -3.89 2.65
H 0.39 1.10 3.62
H 0.88 1.50 6.01
H 2.13 -0.19 7.31
H 3.01 -2.20 6.18
H 2.58 -2.57 3.81
H -1.07 -0.93 4.13
H -3.31 -1.88 4.49
H -4.27 -3.44 2.84
H -3.01 -4.00 0.80
H -0.81 -2.99 0.39
H 5.92 0.68 0.84
H 7.72 1.74 -0.51
H 7.87 2.42 -3.51
H 7.74 3.94 -2.63
H 6.35 3.27 -5.10
H 6.13 4.72 -4.12
H 3.37 3.69 -5.09
H 1.49 2.84 -3.79
H 0.40 0.24 -3.46
H -1.36 0.42 -5.17
H -2.98 2.28 -5.07
H -2.91 3.89 -3.20
H -1.12 3.75 -1.52
H 0.56 2.21 1.61
H 0.08 4.29 2.90
H 0.28 6.48 1.80
H 1.03 6.63 -0.54
H 1.47 4.59 -1.83
C -2.15 0.85 0.22
Ge -3.58 -0.55 -0.03
C -4.10 -0.21 -1.96
C -5.00 0.78 -2.31
C -5.31 1.01 -3.64
C -4.72 0.24 -4.63
C -3.82 -0.75 -4.29
C -3.51 -0.97 -2.96
C -5.00 -0.04 1.31
C -4.75 0.99 2.18
C -5.57 1.25 3.28
C -6.65 0.45 3.54
C -6.95 -0.63 2.69
C -8.05 -1.48 2.94
C -8.32 -2.53 2.11
C -7.51 -2.77 0.99
C -6.43 -1.97 0.73
C -6.12 -0.88 1.57
H -2.54 1.82 -0.10
H -1.32 0.57 -0.43
H -1.80 0.90 1.25
H -5.48 1.37 -1.53
H -5.99 1.81 -3.91
H -4.98 0.41 -5.67
H -3.35 -1.35 -5.06
H -2.80 -1.74 -2.69
H -3.90 1.64 2.01
H -5.33 2.08 3.94
H -7.28 0.65 4.40
H -8.67 -1.29 3.80
H -9.15 -3.20 2.31
H -7.75 -3.59 0.33
H -5.80 -2.15 -0.13
S -0.11 -2.06 -1.85
*
```


- Which of these has the highest maximum force?
  C64H82N5